This record from the OMol25 dataset describes C2F6NO4S2Yb as an isolated structure at a distorted geometry. The level of theory is ωB97M-V/def2-TZVPD.

As for the net charge: +2. Its multiplicity is 2.

Cartesian coordinates (Å):
Yb (0.606, -1.751, 2.221)
N (-0.471, 0.046, -0.453)
S (0.442, -1.135, -1.086)
O (1.307, -0.705, -2.156)
O (1.004, -1.932, 0.042)
C (-0.873, -2.225, -1.858)
F (-1.542, -1.505, -2.729)
F (-1.680, -2.670, -0.922)
F (-0.262, -3.223, -2.456)
S (-0.095, 1.528, 0.113)
O (-0.302, 2.467, -0.983)
C (0.673, 2.578, 1.446)
F (-0.272, 3.033, 2.244)
F (1.566, 1.921, 2.152)
F (1.318, 3.616, 0.939)
O (-0.214, 0.097, 1.333)

Here are the Löwdin charges for atoms 1 to 4, given in e: Yb 1.669; N -0.289; S 0.769; O -0.163



This record from the OMol25 dataset describes C44H45N5O2P2PtS as an isolated structure at a distorted geometry. The level of theory is ωB97M-V/def2-TZVPD.

As for the net charge: +2. The energy above the lowest of the compared OMol25 structures with the same formula, charge and spin comes out at 21.5 kcal per mole. Its multiplicity is 1.

Cartesian coordinates (Å):
Pt (0.221, 0.564, 0.066)
O (1.935, -4.337, 0.318)
S (1.065, -3.199, 0.671)
C (0.784, -3.178, 2.402)
C (0.853, -4.343, 3.149)
C (0.665, -4.280, 4.519)
C (0.423, -3.050, 5.111)
C (0.397, -1.888, 4.354)
C (0.591, -1.926, 2.966)
P (0.932, -0.331, 2.069)
C (0.562, 0.768, 3.447)
C (1.573, 1.292, 4.248)
C (1.240, 2.074, 5.345)
C (-0.091, 2.332, 5.639)
C (-1.101, 1.804, 4.843)
C (-0.775, 1.019, 3.748)
C (2.738, -0.431, 1.890)
C (3.391, 0.407, 0.987)
C (4.771, 0.386, 0.877)
C (5.514, -0.488, 1.658)
C (4.876, -1.325, 2.560)
C (3.495, -1.295, 2.685)
C (-0.625, -3.591, 0.223)
C (-1.332, -4.641, 0.786)
C (-2.578, -4.983, 0.284)
C (-3.086, -4.297, -0.806)
C (-2.384, -3.235, -1.356)
C (-1.153, -2.844, -0.824)
P (-0.333, -1.315, -1.390)
C (-1.346, -0.900, -2.835)
C (-0.883, -1.166, -4.118)
C (-1.712, -0.936, -5.212)
C (-2.991, -0.438, -5.029)
C (-3.452, -0.160, -3.745)
C (-2.630, -0.381, -2.654)
C (1.263, -1.835, -2.068)
C (2.266, -0.882, -2.252)
C (3.487, -1.251, -2.789)
C (3.721, -2.578, -3.130)
C (2.725, -3.526, -2.960)
C (1.493, -3.157, -2.439)
H (1.096, -5.274, 2.654)
H (0.716, -5.178, 5.118)
H (0.285, -2.982, 6.181)
H (0.252, -0.956, 4.871)
H (2.612, 1.095, 4.019)
H (2.023, 2.478, 5.972)
H (-0.344, 2.942, 6.495)
H (-2.138, 1.993, 5.085)
H (-1.562, 0.585, 3.140)
H (2.819, 1.082, 0.359)
H (5.268, 1.054, 0.188)
H (6.591, -0.518, 1.562)
H (5.453, -2.002, 3.174)
H (3.019, -1.947, 3.403)
H (-0.914, -5.209, 1.603)
H (-3.140, -5.787, 0.737)
H (-4.039, -4.580, -1.233)
H (-2.808, -2.727, -2.207)
H (0.107, -1.572, -4.276)
H (-1.354, -1.161, -6.207)
H (-3.635, -0.273, -5.882)
H (-4.456, 0.217, -3.597)
H (-2.993, -0.163, -1.655)
H (2.086, 0.156, -1.990)
H (4.258, -0.508, -2.944)
H (4.682, -2.872, -3.529)
H (2.905, -4.558, -3.222)
H (0.721, -3.905, -2.319)
C (-0.923, 3.198, 0.732)
N (-1.089, 4.618, 0.915)
C (-0.529, 5.315, -0.245)
N (0.898, 5.028, -0.405)
C (1.086, 3.611, -0.593)
N (0.527, 2.803, 0.557)
C (1.253, 3.331, 1.769)
N (1.073, 4.749, 1.967)
C (-0.352, 5.035, 2.109)
C (1.588, 5.465, 0.806)
H (-1.463, 2.883, -0.162)
H (-1.307, 2.664, 1.602)
H (-0.659, 6.389, -0.111)
H (-1.066, 5.005, -1.144)
H (2.153, 3.387, -0.665)
H (0.594, 3.313, -1.504)
H (2.317, 3.118, 1.639)
H (0.877, 2.819, 2.633)
H (-0.490, 6.106, 2.259)
H (-0.743, 4.501, 2.977)
H (2.659, 5.279, 0.704)
H (1.428, 6.535, 0.941)
C (-1.708, 2.876, -3.083)
C (-0.501, 2.004, -2.904)
N (0.305, 1.865, -3.949)
O (-0.217, 1.477, -1.813)
H (-2.263, 2.588, -3.973)
H (-1.388, 3.913, -3.207)
H (-2.357, 2.801, -2.215)
H (0.079, 2.271, -4.842)
H (1.127, 1.284, -3.876)

Here are the Löwdin charges for atoms 1 to 4, given in e: Pt 0.786; O -0.419; S 0.930; C -0.408



| no. | E (Ha) |
| --- | --- |
| 1 | -2985.25207 |
| 2 | -3327.69608 |